Entry 1:
{
  "formula": "C4H7N",
  "method": "wB97M-V/def2-TZVPD",
  "elements": ["C", "C", "C", "C", "N", "H", "H", "H", "H", "H", "H", "H"],
  "xyz": [[-2.986, 0.311, -0.460], [0.401, -0.420, -0.035], [0.665, 0.990, -0.446], [1.234, -1.215, 0.768], [-4.090, 0.312, -0.766], [-1.870, 0.223, -0.409], [-0.116, 1.355, -1.177], [1.599, 1.089, -0.918], [0.820, 1.508, 0.525], [0.607, -1.509, 1.682], [2.225, -0.666, 1.136], [1.511, -1.977, 0.100]],
  "e_homo_ev": [-8.24, -8.25],
  "e_lumo_ev": [-0.25, -0.24],
  "gap_ha": [0.294, 0.294]
}

Entry 2:
{
  "formula": "C4H7N",
  "method": "wB97M-V/def2-TZVPD",
  "elements": ["C", "C", "C", "C", "N", "H", "H", "H", "H", "H", "H", "H"],
  "xyz": [[-1.629, 0.118, -0.095], [-0.316, 0.850, 0.188], [0.748, -0.096, 0.697], [1.708, -0.553, -0.071], [2.657, -0.882, -0.782], [-2.418, 0.807, -0.415], [-1.481, -0.628, -0.884], [-1.980, -0.411, 0.798], [0.040, 1.345, -0.722], [-0.480, 1.642, 0.930], [0.670, -0.484, 1.709], [2.481, -1.708, -1.354]],
  "e_homo_ev": -8.77,
  "e_lumo_ev": 0.99,
  "smiles": "CCC=C=N",
  "gap_ha": 0.359
}

Entry 3:
{
  "formula": "C4H7N",
  "method": "wB97M-V/def2-TZVPD",
  "elements": ["C", "C", "C", "C", "N", "H", "H", "H", "H", "H", "H", "H"],
  "xyz": [[-1.606, 0.096, -0.069], [-0.180, 0.626, -0.011], [0.801, -0.550, 0.164], [2.214, -0.194, 0.011], [3.328, -0.041, -0.258], [-2.327, 0.906, -0.217], [-1.710, -0.613, -0.897], [-1.863, -0.429, 0.858], [0.062, 1.179, -0.925], [-0.082, 1.345, 0.814], [0.655, -1.019, 1.147], [0.708, -1.305, -0.617]],
  "e_homo_ev": -11.55,
  "e_lumo_ev": 0.85,
  "smiles": "CCCC#N",
  "gap_ha": 0.456
}

Entry 4:
{
  "formula": "C4H7N2",
  "method": "wB97M-V/def2-TZVPD",
  "elements": ["H", "N", "C", "C", "C", "C", "N", "H", "H", "H", "H", "H", "H"],
  "xyz": [[-1.032, -2.407, 1.453], [-1.024, -1.712, 0.822], [0.153, -1.425, 0.428], [0.483, -0.428, -0.625], [-0.811, 0.386, -0.903], [0.243, 0.954, -0.165], [0.678, 1.933, 0.470], [1.036, -1.830, 0.781], [1.198, -0.910, -1.265], [-1.008, 0.815, -1.869], [-1.660, -0.099, -0.526], [0.100, 2.807, 0.538], [1.647, 1.916, 0.860]],
  "e_homo_ev": -14.77,
  "total_charge": 1,
  "e_lumo_ev": -4.71,
  "smiles": "[H]/N=C/[C@H]1CC1=[NH2+]",
  "gap_ha": 0.370
}

Entry 5:
{
  "formula": "C4H7N2",
  "method": "wB97M-V/def2-TZVPD",
  "elements": ["C", "C", "C", "C", "N", "N", "H", "H", "H", "H", "H", "H", "H"],
  "xyz": [[2.723, -0.799, -0.487], [2.023, -0.019, 0.203], [-0.949, 0.344, -0.070], [-0.745, -0.568, -1.127], [1.158, 0.596, 0.738], [-1.694, 0.834, 0.683], [2.745, -1.873, -0.397], [-1.282, -0.156, -2.098], [-0.761, -1.646, -0.842], [0.328, -0.318, -1.429], [1.293, 1.272, 1.527], [-1.919, 1.587, 1.280], [3.024, -0.382, -1.385]],
  "e_homo_ev": -13.75,
  "total_charge": 1,
  "e_lumo_ev": -4.45,
  "gap_ha": 0.342
}

Entry 6:
{
  "formula": "C4H7N2",
  "method": "wB97M-V/def2-TZVPD",
  "elements": ["C", "C", "C", "C", "N", "N", "H", "H", "H", "H", "H", "H", "H"],
  "xyz": [[1.074, -2.883, 1.712], [-0.080, 0.286, 0.577], [-0.249, -1.223, 0.399], [0.285, 0.827, -0.785], [0.463, -2.156, 1.015], [-0.407, 1.736, -1.425], [1.309, -3.561, 2.473], [-0.962, 0.721, 1.135], [0.725, 0.626, 1.176], [-0.600, -1.474, -0.633], [1.357, 0.482, -1.058], [-0.107, 1.962, -2.405], [-1.250, 1.902, -1.061]],
  "e_homo_ev": [-11.56, -11.56],
  "total_charge": 1,
  "e_lumo_ev": [-4.86, -4.86],
  "gap_ha": [0.246, 0.246]
}

Entry 7:
{
  "formula": "C4H7N2",
  "method": "wB97M-V/def2-TZVPD",
  "elements": ["C", "C", "C", "C", "N", "N", "H", "H", "H", "H", "H", "H", "H"],
  "xyz": [[1.463, -0.727, 0.192], [-0.924, 0.610, 0.273], [-1.008, -0.890, -0.088], [0.300, 0.671, -0.700], [0.402, -0.787, -0.584], [1.830, 0.534, 0.022], [2.009, -1.599, 0.695], [-1.710, 1.139, -0.105], [-0.751, 0.705, 1.269], [-1.069, -1.544, 0.791], [-1.604, -1.040, -0.860], [0.430, 1.137, -1.691], [2.517, 1.131, 0.403]],
  "e_homo_ev": -15.25,
  "total_charge": 1,
  "e_lumo_ev": -4.40,
  "gap_ha": 0.399
}

Entry 8:
{
  "formula": "C4H7N2",
  "method": "wB97M-V/def2-TZVPD",
  "elements": ["C", "C", "C", "C", "N", "N", "H", "H", "H", "H", "H", "H", "H"],
  "xyz": [[-1.344, 0.361, 0.256], [-0.024, 0.167, -0.429], [0.676, -1.375, 0.097], [1.849, -0.717, -0.053], [2.124, 0.473, 0.118], [1.000, 1.159, -0.032], [-1.328, 0.376, 1.264], [-2.104, -0.363, 0.105], [-1.955, 1.277, -0.228], [-0.188, -0.067, -1.423], [0.251, -2.002, -0.670], [0.196, -1.433, 1.157], [0.848, 2.144, -0.163]],
  "e_homo_ev": -15.02,
  "total_charge": 1,
  "e_lumo_ev": -6.83,
  "smiles": "C[C@@H]1CC#[N+]N1",
  "gap_ha": 0.301
}

Entry 9:
{
  "formula": "C4H7N2",
  "method": "wB97M-V/def2-TZVPD",
  "elements": ["C", "N", "C", "C", "N", "C", "H", "H", "H", "H", "H", "H", "H"],
  "xyz": [[-1.725, -0.085, 0.256], [-1.462, 1.090, -0.031], [-0.106, 1.250, -0.439], [0.899, 0.814, 0.557], [0.544, -0.130, -0.414], [-0.512, -1.010, -0.103], [-2.513, -0.417, 0.852], [0.288, 2.142, -1.193], [1.827, 1.355, 0.559], [0.626, 0.509, 1.574], [1.032, -0.316, -1.208], [-0.424, -1.811, 0.556], [-0.637, -1.655, -1.117]],
  "e_homo_ev": -15.55,
  "total_charge": 1,
  "e_lumo_ev": -3.78,
  "smiles": "C1=N[C@H]2C[N@H+]2C1",
  "gap_ha": 0.433
}

Entry 10:
{
  "formula": "C4H7N2",
  "method": "wB97M-V/def2-TZVPD",
  "elements": ["C", "N", "C", "C", "C", "N", "H", "H", "H", "H", "H", "H", "H"],
  "xyz": [[1.979, -1.776, -1.006], [0.999, -1.223, -0.788], [-0.014, -0.369, -0.674], [-0.883, -0.530, 0.599], [-0.133, 0.764, 0.691], [-0.694, 1.949, 0.465], [2.561, -2.649, -1.340], [-0.348, -0.072, -1.687], [-1.817, -0.492, 0.318], [-0.588, -1.291, 1.260], [0.719, 0.740, 1.332], [-0.147, 2.884, 0.535], [-1.635, 2.064, 0.294]],
  "e_homo_ev": [-12.95, -12.95],
  "total_charge": 1,
  "e_lumo_ev": [-4.26, -4.26],
  "smiles": "C#[N+][C@H]1C[C@@H]1N",
  "gap_ha": [0.319, 0.319]
}

The following energy values (in eV) correspond, in order, to the records above: -5746.4738, -5750.2842, -5751.3036, -7232.0961, -7231.2880, -7230.9363, -7231.3663, -7228.7838, -7231.8167, -7231.4142.
The following F_max values (in eV Å⁻¹) correspond, in order, to the records above: 4.76, 0.58, 1.05, 5.44, 4.48, 6.80, 5.32, 4.79, 5.48, 5.22.